[1]
A structure of composition C16H26FNO4PbS at a distorted geometry, computed with wB97M-V/def2-TZVPD.

The geometry in XYZ format:
```
50
Properties=species:S:1:pos:R:3:nbo_charge:R:1
C 1.72820 -2.46590 -0.30539 -0.28
O 2.60361 -1.63333 -1.11463 -0.48
C 3.53983 -0.88464 -0.52703 0.04
C 3.52000 0.59755 -0.84735 -0.46
C 2.93349 1.37453 0.34610 -0.38
C 1.43016 1.07600 0.54309 -0.43
C 0.48394 2.27786 0.36446 -0.39
C -0.51983 2.47627 1.50247 -0.39
C -1.72218 1.53263 1.38587 -0.42
C -1.47779 0.18979 2.06376 -0.23
N -2.42164 -0.88154 1.62700 -0.69
C -1.84902 -1.78291 0.56141 0.08
O -0.92647 -1.14099 -0.27389 -0.56
C -1.40717 -0.46942 -1.38275 0.36
C -0.46208 -0.12257 -2.32336 -0.31
C -0.84069 0.57467 -3.45499 -0.17
C -2.16821 0.92466 -3.64289 -0.23
C -3.10428 0.55800 -2.70253 -0.15
C -2.73921 -0.13770 -1.56390 -0.32
S -2.85215 -1.83629 2.90516 2.53
O -3.53913 -1.07290 3.87082 -0.86
O -3.31238 -3.07291 2.39586 -0.89
F -1.42061 -2.13502 3.50842 -0.50
H 2.19389 -3.43418 -0.12196 0.19
H 1.47065 -1.94880 0.61709 0.21
H 0.82635 -2.60849 -0.88900 0.27
H 3.54301 -1.06245 0.60455 0.13
H 4.61126 -1.28800 -0.96512 -0.01
H 4.50696 0.98410 -1.10460 0.24
H 2.86418 0.68814 -1.71215 0.28
H 3.46504 1.05249 1.24993 0.18
H 3.14436 2.43323 0.22625 0.26
H 1.14601 0.32760 -0.19844 0.21
H 1.30219 0.64873 1.53595 0.21
H -0.07392 2.15338 -0.56338 0.22
H 1.07855 3.18486 0.25270 0.21
H -0.03425 2.36113 2.47291 0.20
H -0.89586 3.49367 1.41328 0.24
H -1.96678 1.42127 0.33545 0.21
H -2.59501 1.98419 1.85529 0.23
H -0.44935 -0.15726 1.97886 0.17
H -1.65286 0.35354 3.12564 0.24
H -2.66252 -2.21615 -0.01495 0.21
H -1.30401 -2.60373 1.02391 0.18
H 0.57187 -0.40400 -2.16699 0.19
H -0.08790 0.83000 -4.18626 0.22
H -2.45694 1.47820 -4.52261 0.24
H -4.13870 0.82551 -2.85934 0.24
H -3.48647 -0.39552 -0.82876 0.24
Pb 5.60387 -2.04726 0.50605 1.74
```

Computed properties:
Molecular weight, g/mol: 554.65
Net charge: +2
LUMO level, eV: -11.63
HOMO, eV: -13.4
Maximum force, Eh/bohr: 0.03009
Orbital gap, eV: 1.798
Total energy, eV: -45472.19304

[2]
An isolated molecule of C16H26FO4P at a distorted geometry, computed with wB97M-V/def2-TZVPD.

The geometry in XYZ format:
```
48
Properties=species:S:1:pos:R:3:nbo_charge:R:1
C -1.33709 1.24632 1.04330 -0.38
C -1.63197 0.65897 -0.14735 -0.21
C -0.67034 -0.09607 -1.05725 -0.17
C -0.64418 0.61154 -2.42146 -0.43
C -0.80992 2.12792 -2.40121 -0.08
O -2.18782 2.49797 -2.53500 -0.53
C -2.57272 3.50201 -1.70340 0.81
C -3.86372 3.24509 -0.97566 -0.73
O -1.94850 4.52481 -1.58000 -0.57
C -1.36761 -1.48083 -1.25390 0.81
O -2.30693 -1.73853 -1.95013 -0.56
O -0.74027 -2.42600 -0.50064 -0.51
C 0.10096 -1.71241 0.41520 0.10
C 1.03925 -2.56911 1.22763 -0.46
C 0.40548 -3.77671 1.94329 0.22
C -1.08387 -3.71972 2.18876 -0.65
F 1.03207 -3.83309 3.21152 -0.39
C 0.65444 -0.60670 -0.46627 -0.51
P 1.80038 0.68878 0.22781 0.79
C 2.50437 1.41938 -1.30584 -0.93
C 3.28285 -0.13448 0.98441 -0.71
C 3.45646 0.37275 2.41858 -0.60
H -0.90525 0.68731 1.86658 0.20
H -1.53913 2.29609 1.24488 0.21
H -2.64852 0.70959 -0.53000 0.23
H 0.30052 0.38986 -2.91971 0.22
H -1.42740 0.20787 -3.06287 0.26
H -0.34216 2.55832 -1.51663 0.20
H -0.26230 2.53984 -3.25097 0.19
H -4.42375 4.17521 -0.95668 0.24
H -4.41308 2.45796 -1.48570 0.23
H -3.65929 2.94801 0.05148 0.24
H -0.54243 -1.22184 1.15122 0.18
H 1.82930 -2.94789 0.57316 0.21
H 1.52075 -1.94806 1.97901 0.24
H 0.70637 -4.69283 1.43948 0.17
H -1.35860 -4.38649 3.00156 0.23
H -1.46486 -2.71436 2.34445 0.21
H -1.59319 -4.10405 1.30350 0.23
H 1.17472 -1.05975 -1.32064 0.22
H 2.77089 0.64286 -2.03048 0.21
H 3.41304 1.96994 -1.07433 0.24
H 1.79710 2.08412 -1.79326 0.23
H 4.15736 0.19597 0.41996 0.22
H 3.27921 -1.21944 0.91971 0.22
H 3.53483 1.46042 2.37585 0.21
H 4.38633 0.01300 2.85608 0.21
H 2.59820 0.15647 3.05194 0.21
```

Computed properties:
Molecular weight, g/mol: 332.35
LUMO level, eV: 0.21
HOMO, eV: -8.1
Maximum force, Eh/bohr: 0.04841
SMILES string: C=C[C@]1(CCOC(C)=O)C(=O)O[C@@H](C[C@H](C)F)[C@@H]1P(C)CC
Orbital gap, eV: 8.319
Total energy, eV: -37207.76903

[3]
A structure of composition C16H26IOP2Zr at a distorted geometry, computed with wB97M-V/def2-TZVPD.

The geometry in XYZ format:
```
47
Properties=species:S:1:pos:R:3:nbo_charge:R:1
C 0.55838 0.10825 -3.74630 -0.80
I 2.59419 0.26083 -3.81019 0.31
H 0.23091 0.20811 -4.79894 0.30
H 0.21926 0.87085 -2.97748 0.18
H 0.39527 -0.86959 -3.21229 0.22
Zr 0.69610 0.17942 -0.30301 1.86
P 0.38694 2.71379 -0.85159 0.74
C -0.92681 3.77328 -0.20259 -0.93
C 1.88994 3.32580 -0.01577 -0.94
H 2.06965 4.35995 -0.33184 0.31
H 0.63241 4.48161 -2.44016 0.29
H 2.75779 2.70283 -0.26845 0.26
H 1.45008 2.98970 -3.02940 0.27
H -0.94570 3.73632 0.89093 0.27
H 1.74332 3.30079 1.07170 0.27
C 0.56319 3.39302 -2.52905 -0.92
H -0.72645 4.80134 -0.52989 0.29
H -0.32007 3.14521 -3.12681 0.27
H -1.90110 3.46287 -0.59284 0.26
P 0.52942 -2.43457 -0.82685 0.74
C -0.92329 -3.36497 -0.21521 -0.91
C 0.76041 -3.24248 -2.45824 -0.92
H 2.82507 -2.63474 -0.05034 0.25
H 2.04773 -4.24103 -0.23891 0.30
H 1.67472 -3.21907 1.19734 0.25
C 1.90243 -3.21126 0.12061 -0.92
H 1.59574 -2.77395 -2.99578 0.26
H 0.97385 -4.30804 -2.28148 0.29
H -0.69693 -4.44042 -0.21536 0.29
H -1.77192 -3.19687 -0.88708 0.27
H -0.15845 -3.15421 -3.05563 0.27
H -1.19689 -3.04703 0.79674 0.25
C -2.12776 0.76790 -1.17017 0.78
O -2.96831 1.18430 -1.88068 -0.27
C -1.47989 0.16955 -0.19510 -0.60
C -0.91292 -0.11339 1.01574 -0.27
C -1.00477 -0.34362 2.40950 -0.10
C -1.97740 0.35285 3.15444 -0.13
C -1.96065 0.22286 4.53736 -0.19
C -1.05713 -0.63238 5.17674 -0.05
C -0.10985 -1.33449 4.42295 -0.19
C -0.08108 -1.20573 3.04219 -0.16
H -2.71521 0.96704 2.62017 0.24
H -2.66532 0.77713 5.15880 0.27
H -1.11360 -0.72521 6.26988 0.27
H 0.59992 -1.98468 4.92111 0.26
H 0.64479 -1.77790 2.43122 0.21
```

Computed properties:
Molecular weight, g/mol: 514.46
Net charge: +3
LUMO level (alpha / beta), eV: -12.39 / -12.39
HOMO (alpha / beta), eV: -18.4 / -18.4
Maximum force, Eh/bohr: 0.10480
Orbital gap (alpha / beta), eV: 6.026 / 6.027
Total energy, eV: -46988.33486

[4]
A structure of composition C16H26IrN6PSi at a distorted geometry, computed with wB97M-V/def2-TZVPD.

The geometry in XYZ format:
```
51
Properties=species:S:1:pos:R:3:nbo_charge:R:1
Ir -0.24253 -0.20225 -0.12954 1.12
C 1.14261 4.97999 1.29768 -0.41
N 0.51329 3.90529 0.53216 -0.29
C -0.41698 4.07105 -0.45684 -0.03
C -0.74919 2.82680 -0.89830 -0.06
N -0.02683 1.91435 -0.18408 -0.41
C 0.73524 2.58377 0.67751 0.08
P 1.93426 1.87492 1.83950 0.82
C 0.73199 0.76428 2.61210 0.08
N -0.10236 -0.04828 1.96884 -0.41
C -0.83518 -0.72055 2.90550 -0.06
C -0.43237 -0.30442 4.13741 -0.03
N 0.55090 0.62596 3.93940 -0.29
C 1.29305 1.31576 4.99439 -0.41
C 2.64095 0.64840 0.70172 0.06
N 1.96907 -0.16489 -0.09309 -0.54
C 2.88913 -0.88988 -0.79546 -0.06
C 4.14092 -0.50450 -0.40822 -0.03
N 3.97343 0.46483 0.53611 -0.30
C 5.04548 1.15692 1.24767 -0.41
H 0.73197 5.93210 0.97633 0.25
H 2.21770 4.99129 1.13164 0.23
H 0.94665 4.85514 2.36018 0.23
H -0.76548 5.03942 -0.77103 0.26
H -1.44416 2.54038 -1.66766 0.25
H -1.58462 -1.44406 2.63922 0.25
H -0.77066 -0.59528 5.11664 0.26
H 0.94829 0.95448 5.95815 0.25
H 1.13088 2.38979 4.93833 0.23
H 2.35746 1.11028 4.90572 0.23
H 2.61385 -1.63066 -1.52612 0.24
H 5.10991 -0.84055 -0.73447 0.25
H 6.00267 0.77778 0.90363 0.25
H 4.96858 0.98129 2.31868 0.23
H 5.00541 2.22757 1.05862 0.23
C -1.32960 -3.08011 0.34160 -1.09
Si -2.32481 -1.94685 -0.78993 1.52
C -1.36331 -1.71719 -2.40305 -1.07
C -4.11373 -2.47880 -0.93833 -1.08
C -2.37144 -0.20437 -0.07024 -1.05
H -1.10059 -4.01982 -0.16302 0.28
H -1.87564 -3.31705 1.25546 0.26
H -0.35765 -2.63882 0.64393 0.21
H -1.13154 -2.67184 -2.87727 0.28
H -0.37756 -1.20368 -2.24073 0.18
H -1.92098 -1.10880 -3.11491 0.27
H -4.16483 -3.50075 -1.32308 0.25
H -4.65645 -1.82647 -1.62224 0.26
H -4.60742 -2.45376 0.03295 0.26
H -2.85530 -0.12913 0.90210 0.23
H -2.77610 0.54804 -0.74759 0.23
```

Computed properties:
Molecular weight, g/mol: 553.70
Net charge: +2
LUMO level, eV: -7.40
HOMO, eV: -14.5
Maximum force, Eh/bohr: 0.06714
Orbital gap, eV: 7.123
Total energy, eV: -45945.95507

Question: What is the maximum force in the second record?
Answer: 0.04841 Eh/bohr

Question: molecular weight of number 1 (C16H26FNO4PbS)?
Answer: 554.65 g/mol

Question: Which of these has the lowest molecular weight?
Answer: C16H26FO4P

Question: Among the records above, which one has the highest maximum force?
Answer: C16H26IOP2Zr